Computed, not measured: one molecule with the formula C6H6O, with ωB97M-V/def2-TZVPD.

Last columns: bonded neighbours and bond lengths (Å).
Cartesian coordinates (Å):
1 C -0.65 2.46 -1.08  C2 1.206, H8 1.062
2 C -0.30 1.40 -0.63  C1 1.206, C3 1.430
3 C 0.09 0.13 -0.09  C2 1.430, C4 1.495, C5 1.535, C7 1.526
4 C -0.39 -1.18 -0.65  C3 1.495, C5 1.471, H9 1.074, H10 1.094
5 C -0.66 -0.90 0.77  C3 1.535, C4 1.471, O6 1.430, H11 1.083
6 O 0.48 -1.09 1.62  C5 1.430, C7 1.459
7 C 1.27 -0.16 0.83  C3 1.526, O6 1.459, H12 1.094, H13 1.104
8 H -0.94 3.40 -1.48  C1 1.062
9 H 0.31 -1.95 -0.87  C4 1.074
10 H -1.27 -1.06 -1.29  C4 1.094
11 H -1.66 -1.09 1.12  C5 1.083
12 H 1.58 0.72 1.39  C7 1.094
13 H 2.14 -0.66 0.36  C7 1.104

Properties
structure (SMILES)	C#C[C@@]12CO[C@@H]1C2
HOMO-LUMO gap	0.372	Ha
energy above the lowest of the compared OMol25 structures with the same formula, charge and spin	94.94	kcal/mol